# 1
# C9H27NaO12P2S

A structure of composition C9H27NaO12P2S in a non-equilibrium geometry (ωB97M-V/def2-TZVPD, the Open Molecules 2025 dataset).

## Properties
Total energy = -2505.1211 a.u.
Net charge = 0
Orbital gap = 3.73 eV
Highest occupied orbital energy = -0.19273 hartree

Structure (XYZ):
```
52
Properties=species:S:1:pos:R:3:lowdin_charge:R:1
Na 1.135 -0.212 0.828 0.8508
O 3.684 -3.774 0.465 -0.6154
H 2.842 -3.367 0.183 -0.2639
O -4.337 -3.471 3.242 -0.2894
S -3.156 -3.699 4.008 0.6907
O -2.043 -2.793 3.708 -0.3115
O -3.643 -3.493 5.650 -0.2617
C -4.864 -4.053 6.075 -0.3183
C -4.842 -5.022 7.297 -0.0648
C -2.594 -5.506 4.083 -0.0644
H -5.337 -4.693 5.331 0.1035
H -5.574 -3.265 6.326 0.1172
H -5.753 -5.534 7.607 0.0785
H -4.395 -4.502 8.145 0.0743
H -4.227 -5.853 6.951 0.0597
H -3.447 -6.010 4.537 0.0509
H -1.737 -5.496 4.757 0.0695
H -2.269 -5.799 3.084 0.0713
C 1.666 -1.907 -5.858 -0.0640
O 0.441 -1.136 -6.042 -0.2523
P -0.707 -1.156 -4.899 0.5228
O -0.314 -0.848 -3.465 -0.2834
O -1.458 -2.605 -5.083 -0.2331
C -1.246 -3.752 -4.267 -0.1136
O -1.748 -0.067 -5.552 -0.2223
C -1.993 0.313 -6.834 -0.1477
H 1.997 -2.276 -6.829 0.0887
H 1.711 -2.568 -4.992 0.0950
H 2.366 -1.077 -5.764 0.0874
H -1.006 -3.567 -3.219 0.0822
H -0.396 -4.382 -4.528 0.0850
H -2.213 -4.251 -4.330 0.0913
H -2.326 1.334 -6.646 0.1000
H -2.824 -0.225 -7.288 0.0870
H -1.165 0.105 -7.512 0.0880
C 2.690 7.753 -0.379 -0.0600
O 2.974 6.372 -0.840 -0.2437
P 3.234 5.077 0.118 0.4224
O 3.082 3.797 -0.537 -0.2099
O 4.675 5.431 0.830 -0.2175
C 5.709 5.890 0.138 -0.1779
O 2.155 5.316 1.233 -0.1994
C 2.383 5.573 2.575 -0.1239
H 2.990 8.127 0.600 0.0904
H 1.610 7.772 -0.521 0.0859
H 2.999 8.396 -1.202 0.0865
H 5.385 6.894 -0.134 0.0815
H 5.994 5.256 -0.702 0.1067
H 6.582 6.153 0.736 0.0972
H 3.295 5.118 2.962 0.0879
H 1.543 5.070 3.054 0.0947
H 2.476 6.608 2.901 0.0908
```

# 2
# C4H7NO

The molecule C4H7NO in a non-equilibrium geometry (ωB97M-V/def2-TZVPD, the Open Molecules 2025 dataset).

## Properties
Total energy = -286.5509 a.u.
Net charge = 0
Orbital gap = 11.70 eV
SMILES = CO[C@@H](C)C#N
Highest occupied orbital energy = -0.39879 hartree

Structure (XYZ):
```
13
Properties=species:S:1:pos:R:3:lowdin_charge:R:1
C 1.770 0.515 0.409 -0.0909
O 0.683 -0.279 0.811 -0.1523
C -0.229 -0.324 -0.217 -0.3690
C -1.507 -1.010 0.275 -0.0263
C -0.498 1.193 -0.827 -0.1547
N -0.940 2.096 -1.419 0.1258
H 2.382 0.705 1.295 0.1017
H 1.278 1.402 -0.059 0.0691
H 2.369 0.011 -0.364 0.1001
H 0.206 -0.817 -1.101 0.1418
H -1.538 -2.101 0.124 0.0875
H -1.644 -0.822 1.347 0.0908
H -2.332 -0.568 -0.275 0.0765
```

# 3
# C12H32N2O5

A cluster of 3 separate species, C12H32N2O5 in total in a non-equilibrium geometry (ωB97M-V/def2-TZVPD, the Open Molecules 2025 dataset).

## Properties
Total energy = -962.0094 a.u.
Net charge = 0
Orbital gap = 9.20 eV
SMILES = COCCNCCOC.COCCNCCOC.O
Highest occupied orbital energy = -0.31461 hartree

Structure (XYZ):
```
51
Properties=species:S:1:pos:R:3:lowdin_charge:R:1
C 1.370 1.914 -2.466 -0.1242
O 1.826 0.690 -2.968 -0.1880
C 3.109 0.776 -3.548 -0.2326
C 3.364 -0.482 -4.366 -0.2131
N 4.507 -0.237 -5.260 -0.0600
C 4.984 -1.498 -5.845 -0.2242
C 6.157 -1.299 -6.758 -0.2511
O 5.690 -0.859 -8.010 -0.1819
C 6.713 -0.683 -8.942 -0.1311
H 1.978 2.290 -1.635 0.0940
H 0.337 1.769 -2.148 0.0694
H 1.313 2.697 -3.237 0.0920
H 3.866 0.850 -2.756 0.1280
H 3.183 1.648 -4.209 0.1211
H 2.439 -0.697 -4.923 0.1251
H 3.564 -1.348 -3.735 0.1179
H 4.095 0.273 -6.039 0.1113
H 4.191 -2.014 -6.409 0.1271
H 5.239 -2.165 -5.018 0.1185
H 6.667 -2.277 -6.852 0.1242
H 6.920 -0.638 -6.328 0.1279
H 7.373 0.172 -8.738 0.0893
H 6.262 -0.496 -9.918 0.0875
H 7.345 -1.579 -9.021 0.0880
C -2.252 -0.537 3.360 -0.1055
O -2.406 -0.358 4.751 -0.1976
C -2.935 -1.497 5.373 -0.2518
C -3.096 -1.216 6.854 -0.2182
N -3.783 0.020 7.156 -0.0426
C -5.259 -0.059 7.078 -0.1979
C -5.825 0.527 5.813 -0.2369
O -5.566 1.919 5.840 -0.1884
C -5.602 2.489 4.554 -0.1128
H -3.174 -0.910 2.908 0.0927
H -1.352 -1.124 3.154 0.0928
H -2.070 0.456 2.937 0.0780
H -2.280 -2.364 5.202 0.1258
H -3.930 -1.751 4.967 0.1169
H -2.121 -1.246 7.353 0.1137
H -3.661 -2.038 7.299 0.1139
H -3.535 0.748 6.494 0.0941
H -5.654 0.537 7.914 0.1152
H -5.665 -1.048 7.306 0.1173
H -6.906 0.354 5.730 0.1267
H -5.327 0.099 4.931 0.1095
H -5.545 3.570 4.645 0.0872
H -6.560 2.275 4.051 0.0899
H -4.795 2.086 3.932 0.0839
O -1.388 0.606 -0.322 -0.0525
H -1.301 1.009 0.546 0.0237
H -0.503 0.645 -0.697 0.0080
```

# 4
# C3H10N3

A cluster of 2 separate species, C3H10N3 in total in a non-equilibrium geometry (ωB97M-V/def2-TZVPD, the Open Molecules 2025 dataset).

## Properties
Total energy = -284.2016 a.u.
Net charge = +1
Orbital gap = 8.42 eV
Highest occupied orbital energy = -0.45314 hartree

Structure (XYZ):
```
16
Properties=species:S:1:pos:R:3:lowdin_charge:R:1
C 0.235 -1.622 0.583 0.0193
C -0.247 1.455 -0.475 -0.2508
C 0.100 0.251 -1.209 -0.1273
N -0.167 -1.600 1.815 0.0477
N 1.313 -0.073 -1.675 0.1398
N -0.977 1.109 0.745 -0.0218
H 0.932 -2.355 0.142 0.0530
H 0.674 1.827 -0.037 0.1266
H -0.914 2.118 -1.102 0.1580
H -0.752 -0.240 -1.765 0.1553
H -0.078 -2.331 2.485 0.1005
H 1.467 -0.958 -2.220 0.1654
H 2.057 0.485 -1.323 0.1173
H -1.814 0.825 0.327 0.0512
H -1.143 1.880 1.473 0.1395
H -0.687 -0.770 2.234 0.1262
```

Let's list ΔE to the lowest compared entry with this formula, charge and spin in order: 599.9; 212.0; 0.0; 457.8 kJ/mol.